Record 1
Formula: C3H6N2OS
Source: the Open Molecules 2025 dataset
Level of theory: ωB97M-V/def2-TZVPD

Properties
ΔE to the lowest compared entry with this formula, charge and spin: 61.33 kcal/mol
DFT total energy: -19069.507 eV
lowest unoccupied orbital energy: 0.575 eV
SMILES: C=NNCC(=O)S
total charge: 0
2S+1: 1

Positions of all 13 atoms, in Å:
S (1.634, 0.224, -1.855)
O (1.576, -2.004, -0.485)
N (-1.071, 0.517, -0.253)
N (-0.801, 1.309, 0.854)
C (0.941, -0.981, -0.700)
C (0.214, 1.045, 1.602)
C (-0.547, -0.835, -0.264)
H (0.895, 0.227, 1.561)
H (0.572, 1.027, -1.884)
H (0.279, 1.796, 2.356)
H (-0.647, -1.491, 0.639)
H (-1.026, -1.433, -1.084)
H (-2.020, 0.598, -0.489)

Record 2
Formula: C2H5NO2
Source: the Open Molecules 2025 dataset
Level of theory: ωB97M-V/def2-TZVPD

Properties
ΔE to the lowest compared entry with this formula, charge and spin: 22.10 kcal/mol
DFT total energy: -7739.793 eV
lowest unoccupied orbital energy: 0.628 eV
SMILES: CN=C=O.O
total charge: 0
2S+1: 1

Positions of all 10 atoms, in Å:
O (1.329, 0.464, 1.214)
O (-0.047, -2.665, 0.430)
N (-0.744, -0.510, -0.139)
C (-0.805, 0.552, -1.073)
C (-0.331, -1.606, 0.049)
H (-0.448, 1.458, -0.585)
H (-0.194, 0.352, -1.954)
H (-1.847, 0.690, -1.375)
H (0.997, 0.230, 2.085)
H (2.091, 1.036, 1.348)

Record 3
Formula: C19H16FeLiO4
Source: the Open Molecules 2025 dataset
Level of theory: ωB97M-V/def2-TZVPD

Properties
ΔE to the lowest compared entry with this formula, charge and spin: 0.00 kcal/mol
DFT total energy: -62735.445 eV
lowest unoccupied orbital energy: -4.842 eV
total charge: +1
2S+1: 1

Positions of all 41 atoms, in Å:
Fe (0.633, 2.437, 1.582)
O (-2.601, 2.664, 1.406)
O (2.779, 3.959, 0.327)
O (2.331, 2.600, 3.918)
O (-0.286, 5.109, 2.413)
C (0.094, -3.069, -2.643)
C (2.150, -2.863, -3.885)
C (-1.424, -2.770, -0.923)
C (-3.921, 2.157, 1.657)
C (0.831, -2.723, -1.436)
C (0.883, 0.395, 1.106)
C (-0.871, 1.686, 0.023)
C (-1.289, -3.108, -2.291)
C (-0.074, 0.079, 2.192)
C (2.211, -2.457, -1.480)
C (-0.803, 1.352, 2.423)
C (1.939, 3.258, 0.719)
C (-1.508, 1.822, 1.268)
C (-0.037, 4.036, 2.045)
C (0.778, -3.131, -3.861)
C (2.854, -2.525, -2.718)
C (-0.129, -2.521, -0.389)
C (1.652, 2.378, 3.002)
C (0.399, 1.082, -0.022)
Li (0.837, -0.503, -1.657)
H (-3.929, 1.479, 2.521)
H (1.865, -0.086, 1.086)
H (-0.797, -0.702, 1.865)
H (-2.357, -2.739, -0.363)
H (-4.301, 1.657, 0.759)
H (-4.518, 3.045, 1.867)
H (0.396, -0.306, 3.112)
H (0.162, -2.417, 0.653)
H (-1.202, 1.595, 3.405)
H (1.024, 1.224, -0.929)
H (0.237, -3.397, -4.772)
H (2.735, -2.257, -0.541)
H (-1.296, 2.186, -0.854)
H (2.700, -2.953, -4.824)
H (3.928, -2.349, -2.764)
H (-2.081, -3.324, -2.998)

Record 4
Formula: C4H20B3CsO2S
Source: the Open Molecules 2025 dataset
Level of theory: ωB97M-V/def2-TZVPD

Properties
ΔE to the lowest compared entry with this formula, charge and spin: 7.94 kcal/mol
DFT total energy: -21971.963 eV
lowest unoccupied orbital energy: 3.424 eV
total charge: -2
2S+1: 1

Positions of all 31 atoms, in Å:
Cs (-1.596, 0.388, 1.102)
S (0.251, -0.238, -2.818)
O (-0.272, 0.217, -1.580)
O (-0.568, -0.274, -4.019)
C (2.467, -1.745, -3.004)
C (0.963, -1.901, -2.581)
C (1.903, 0.624, -3.318)
C (2.960, -0.325, -2.780)
B (1.106, 1.150, 2.994)
B (-3.580, 2.889, 2.373)
B (-2.363, -1.933, 3.134)
H (3.206, -2.350, -2.478)
H (0.451, -2.766, -3.001)
H (1.870, 0.404, -4.384)
H (2.049, 1.686, -3.119)
H (-2.039, -1.374, 3.998)
H (-2.807, -1.304, 2.377)
H (1.022, -1.935, -1.493)
H (0.638, 1.673, 3.814)
H (0.896, 1.592, 2.032)
H (2.159, 1.235, 3.212)
H (-2.828, 2.315, 2.892)
H (0.824, 0.109, 2.979)
H (-3.796, 2.376, 1.448)
H (-4.450, 2.975, 3.005)
H (2.493, -2.007, -4.062)
H (-1.550, -2.501, 2.709)
H (3.096, -0.119, -1.718)
H (3.899, -0.099, -3.285)
H (-3.323, 3.895, 2.081)
H (-3.080, -2.657, 3.489)

Record 5
Formula: C3H3N2P
Source: the Open Molecules 2025 dataset
Level of theory: ωB97M-V/def2-TZVPD

Properties
ΔE to the lowest compared entry with this formula, charge and spin: 96.17 kcal/mol
DFT total energy: -15423.145 eV
lowest unoccupied orbital energy (alpha / beta): -3.914 / -3.312 eV
total charge: 0
2S+1: 1

Positions of all 9 atoms, in Å:
P (-0.272, 1.153, 0.789)
N (-2.775, -1.903, -0.764)
N (0.855, -0.827, 2.553)
C (0.930, 0.784, -0.729)
C (0.402, -0.109, 1.801)
C (-2.073, -1.216, -0.170)
H (1.238, 1.734, -1.231)
H (0.148, 0.450, -1.536)
H (1.549, -0.067, -0.712)

Record 6
Formula: C2H5N3OS
Source: the Open Molecules 2025 dataset
Level of theory: ωB97M-V/def2-TZVPD

Properties
ΔE to the lowest compared entry with this formula, charge and spin: 67.78 kcal/mol
DFT total energy: -19506.011 eV
lowest unoccupied orbital energy: 0.699 eV
SMILES: N/C(O)=N/S.C#N
total charge: 0
2S+1: 1

Positions of all 12 atoms, in Å:
S (-1.665, -1.437, -0.689)
O (1.453, -1.722, -0.114)
N (-1.539, 1.314, 0.639)
N (-0.363, -0.368, -0.660)
N (1.785, 0.402, -0.611)
C (0.840, -0.591, -0.481)
C (-1.302, 2.309, 1.110)
H (2.653, 0.057, -0.412)
H (-2.518, -0.465, -1.051)
H (1.710, 0.947, -1.464)
H (-1.013, 3.084, 1.701)
H (0.887, -2.423, 0.405)

Record 7
Formula: C4H8N2O
Source: the Open Molecules 2025 dataset
Level of theory: ωB97M-V/def2-TZVPD

Properties
ΔE to the lowest compared entry with this formula, charge and spin: 111.76 kcal/mol
DFT total energy: -9301.547 eV
lowest unoccupied orbital energy (alpha / beta): 0.378 / 0.377 eV
SMILES: C=[NH+][O-].CCC#N
total charge: 0
2S+1: 1

Positions of all 15 atoms, in Å:
O (0.697, -0.169, 1.861)
N (1.009, 1.304, -2.374)
N (1.877, -0.789, 2.041)
C (-0.524, -0.276, -0.984)
C (-1.995, 0.245, -1.270)
C (0.392, 0.497, -1.832)
C (2.062, -2.054, 2.204)
H (-2.681, 0.381, -0.416)
H (1.126, -2.560, 2.348)
H (-0.286, -1.378, -1.192)
H (2.950, -2.521, 2.347)
H (-2.365, -0.498, -2.068)
H (-0.252, -0.074, -0.009)
H (2.700, -0.046, 2.074)
H (-1.744, 1.135, -1.840)